ORCA calculation (ωB97M-V/def2-TZVPD) on C2HNO2 in the gas phase in a non-equilibrium geometry.

XYZ file:
```
6
C2HNO2 | the OMol25 dataset | ωB97M-V/def2-TZVPD
C 0.107 0.490 0.260
C -0.133 -0.295 -0.903
H -0.809 -1.301 0.859
N -0.014 -1.315 -1.562
O -0.588 -0.277 1.253
O 0.721 1.445 0.489
```

Results
Max |F| (Eh/bohr): 0.174
Relative energy (zero: lowest compared OMol25 entry of this formula, charge and spin) (kcal per mole): 43.24
Frontier orbital gap (eV): 11.610
Structure (SMILES): N#CC(=O)O

For reference, the Mulliken charges in units of e are:
1 C 0.622
2 C 0.220
3 H 0.388
4 N -0.368
5 O -0.494
6 O -0.367